DFT (ωB97M-V with the def2-TZVPD basis set) results for 13 unconnected molecules or ions with the total composition C48H133N11O13 at a distorted geometry.

Properties
LUMO energy = 0.42 eV
E_HOMO = -0.3177 hartree
Kohn-Sham gap = 9.06 eV
maximum force = 4.16 eV/Å
energy above the lowest of the compared OMol25 structures with the same formula, charge and spin = 245.1 kJ/mol

```
205
C48H133N11O13 | the OMol25 dataset | ωB97M-V with the def2-TZVPD basis set
C 14.032 17.728 14.616
C 12.718 17.278 15.208
O 11.728 18.283 14.927
H 14.551 18.385 15.294
H 13.853 18.320 13.730
H 14.668 16.838 14.321
H 12.784 17.230 16.292
H 12.438 16.314 14.742
H 11.361 18.153 14.042
C 19.156 18.600 17.332
C 17.861 19.155 16.721
O 16.984 18.113 16.233
H 19.894 19.398 17.472
H 19.617 17.985 16.519
H 18.955 17.979 18.242
H 18.107 19.764 15.878
H 17.326 19.861 17.300
H 16.785 18.322 15.307
C 7.818 14.317 18.839
C 8.565 14.239 20.126
C 9.896 14.866 20.078
O 10.703 14.325 19.109
C 12.030 14.779 19.124
N 7.777 14.742 21.246
H 8.217 13.576 18.070
H 7.920 15.366 18.451
H 6.785 14.108 19.174
H 8.729 13.169 20.282
H 10.230 14.748 21.107
H 9.730 15.973 19.908
H 12.743 14.012 19.405
H 12.067 15.590 19.838
H 12.192 15.191 18.136
H 7.521 15.679 20.969
H 8.450 14.841 22.003
C 12.056 21.509 10.444
C 13.495 21.051 10.484
C 14.457 22.150 10.334
O 15.780 21.696 10.213
C 16.760 22.712 9.853
N 13.720 20.137 11.708
H 11.916 22.129 9.548
H 11.736 22.197 11.220
H 11.312 20.677 10.327
H 13.633 20.399 9.591
H 14.362 22.792 11.199
H 14.143 22.692 9.428
H 16.666 23.630 10.522
H 16.584 23.060 8.873
H 17.787 22.337 9.882
H 14.668 19.744 11.664
H 13.789 20.669 12.553
C 17.555 18.026 11.184
C 18.462 18.807 12.194
C 17.786 20.035 12.773
O 16.683 19.607 13.535
C 16.067 20.735 14.302
N 18.920 17.950 13.339
H 16.688 17.773 11.713
H 18.071 17.057 10.918
H 17.502 18.764 10.333
H 19.296 19.279 11.709
H 17.527 20.620 11.921
H 18.547 20.609 13.312
H 16.850 21.076 15.002
H 15.265 20.321 14.781
H 15.818 21.541 13.636
H 19.516 18.441 14.038
H 19.593 17.323 12.889
C 7.753 18.053 23.158
C 8.535 18.567 22.032
C 9.914 17.954 21.816
O 10.505 18.632 20.732
C 11.880 18.426 20.556
N 7.807 18.481 20.715
H 8.446 17.952 23.974
H 7.250 17.069 23.001
H 7.052 18.763 23.460
H 8.738 19.639 22.164
H 9.828 16.853 21.680
H 10.465 18.058 22.731
H 12.124 17.425 20.944
H 12.466 19.174 21.067
H 12.130 18.463 19.498
H 8.206 19.186 20.067
H 6.798 18.468 20.726
C 16.291 13.070 11.972
C 17.080 14.390 11.954
C 16.789 15.186 13.176
O 17.341 14.357 14.219
C 17.522 15.092 15.479
N 18.507 14.197 11.673
H 15.247 13.236 12.267
H 16.704 12.406 12.739
H 16.341 12.541 10.882
H 16.666 15.073 11.187
H 15.732 15.410 13.315
H 17.239 16.188 13.176
H 16.553 15.460 15.968
H 18.165 15.983 15.430
H 17.903 14.305 16.106
H 18.834 13.516 12.358
H 19.076 15.022 11.882
C 14.743 16.415 17.975
C 15.825 15.941 18.956
C 16.702 17.120 19.397
O 16.009 18.000 20.277
C 16.448 19.326 20.354
N 15.512 15.042 20.156
H 15.324 16.955 17.227
H 14.094 17.109 18.470
H 14.252 15.578 17.485
H 16.584 15.326 18.428
H 16.965 17.623 18.475
H 17.605 16.696 19.822
H 15.666 20.027 20.608
H 16.892 19.668 19.388
H 17.283 19.462 21.098
H 14.737 15.453 20.728
H 15.207 14.188 19.644
C 12.274 21.070 16.766
C 12.600 21.554 15.301
C 11.266 21.871 14.524
O 10.515 22.773 15.307
C 9.280 23.228 14.777
N 13.601 22.652 15.175
H 13.184 20.677 17.181
H 11.485 20.334 16.689
H 11.941 21.859 17.411
H 13.165 20.746 14.834
H 10.655 20.981 14.357
H 11.593 22.262 13.536
H 9.364 23.612 13.774
H 8.826 23.914 15.463
H 8.589 22.392 14.699
H 14.370 22.628 15.821
H 13.161 23.547 15.336
C 14.094 11.157 14.473
C 13.437 12.539 14.426
C 12.054 12.570 15.114
O 11.658 13.928 14.981
C 10.472 14.178 15.752
N 14.303 13.507 15.111
H 14.076 10.712 13.489
H 13.701 10.494 15.233
H 15.188 11.226 14.666
H 13.282 12.842 13.369
H 12.121 12.319 16.163
H 11.390 11.815 14.751
H 9.509 13.795 15.254
H 10.397 15.249 15.942
H 10.555 13.701 16.743
H 15.329 13.351 15.007
H 14.107 14.464 14.915
C 7.874 19.426 16.769
C 8.232 17.951 16.702
C 7.943 17.412 15.316
O 6.598 17.600 14.991
C 6.290 17.555 13.625
N 9.639 17.627 17.049
H 8.195 19.885 17.722
H 6.818 19.665 16.677
H 8.356 20.030 15.959
H 7.602 17.477 17.460
H 8.203 16.366 15.240
H 8.598 17.907 14.594
H 7.023 18.144 13.064
H 5.280 18.059 13.611
H 6.219 16.575 13.193
H 9.921 17.996 17.971
H 10.340 18.082 16.444
C 13.016 24.819 19.897
C 12.435 23.951 21.056
C 11.080 23.362 20.717
O 11.218 22.383 19.693
C 9.978 21.773 19.344
N 13.440 22.973 21.593
H 12.453 25.742 19.930
H 12.847 24.278 18.946
H 14.078 25.003 20.029
H 12.287 24.624 21.877
H 10.273 24.091 20.509
H 10.746 22.921 21.662
H 10.005 20.744 18.963
H 9.592 22.348 18.497
H 9.220 21.743 20.090
H 13.650 22.395 20.794
H 12.986 22.316 22.222
C 12.696 16.062 11.671
C 11.214 16.322 11.574
C 10.311 15.314 12.170
O 8.938 15.679 11.897
C 8.017 14.617 11.908
N 10.944 17.599 12.259
H 12.981 15.395 10.948
H 12.960 15.716 12.661
H 13.242 16.956 11.360
H 10.938 16.314 10.511
H 10.468 15.219 13.281
H 10.481 14.349 11.685
H 7.753 14.174 12.906
H 8.378 13.810 11.239
H 7.129 14.997 11.401
H 11.496 18.424 11.878
H 9.968 17.882 12.102
```

=====

DFT (ωB97M-V with the def2-TZVPD basis set) results for 15 unconnected molecules or ions with the total composition C48H135N9O15 at a distorted geometry.

Properties
LUMO energy = 0.49 eV
E_HOMO = -0.3152 hartree
Kohn-Sham gap = 9.07 eV
maximum force = 3.74 eV/Å
energy above the lowest of the compared OMol25 structures with the same formula, charge and spin = 638.9 kJ/mol

```
207
C48H135N9O15 | the OMol25 dataset | ωB97M-V with the def2-TZVPD basis set
C -2.226 -0.317 5.271
C -2.526 -1.794 4.973
C -3.527 -1.944 3.808
O -4.621 -1.009 3.925
C -5.512 -1.274 5.016
N -1.271 -2.486 4.774
H -3.046 0.104 5.852
H -1.972 0.322 4.425
H -1.343 -0.128 5.880
H -2.927 -2.215 5.895
H -3.991 -2.925 3.705
H -3.126 -1.784 2.807
H -5.029 -1.357 5.989
H -6.015 -2.190 4.706
H -6.197 -0.446 5.198
H -1.507 -3.458 4.632
H -0.822 -2.178 3.923
C -0.462 -5.338 2.438
C -1.617 -5.952 3.337
C -1.649 -7.512 3.408
O -1.300 -8.224 2.222
C -1.155 -9.645 2.149
N -1.437 -5.415 4.635
H 0.395 -5.405 3.107
H -0.723 -4.293 2.270
H -0.298 -5.675 1.414
H -2.524 -5.488 2.950
H -2.653 -7.882 3.612
H -0.980 -7.919 4.167
H -2.053 -10.136 2.522
H -0.372 -10.017 2.810
H -0.846 -10.057 1.188
H -0.487 -5.220 4.916
H -1.883 -6.085 5.245
C -6.401 0.135 -2.536
C -5.281 -0.470 -3.217
C -4.682 -1.564 -2.239
O -4.167 -0.859 -1.158
C -3.960 -1.612 0.030
N -5.764 -1.017 -4.408
H -6.008 0.605 -1.635
H -7.150 -0.561 -2.157
H -6.903 0.917 -3.106
H -4.505 0.265 -3.429
H -3.992 -2.233 -2.755
H -5.468 -2.272 -1.976
H -4.945 -1.894 0.402
H -3.642 -1.028 0.893
H -3.293 -2.473 -0.005
H -6.334 -0.352 -4.911
H -4.960 -1.144 -5.005
C 1.883 -1.732 -5.673
C 1.478 -2.544 -4.406
C 0.739 -1.664 -3.368
O -0.482 -1.149 -3.928
C -1.177 -0.124 -3.254
N 0.731 -3.759 -4.750
H 2.275 -2.545 -6.284
H 2.645 -0.962 -5.552
H 1.056 -1.250 -6.195
H 2.415 -2.865 -3.952
H 1.472 -0.914 -3.071
H 0.610 -2.060 -2.361
H -1.422 -0.574 -2.293
H -2.100 -0.007 -3.823
H -0.676 0.843 -3.212
H 0.088 -3.337 -5.404
H 1.326 -4.269 -5.388
C -4.171 3.106 -3.703
C -3.441 2.924 -2.286
C -2.066 3.667 -2.113
O -0.892 3.114 -2.772
C -0.532 3.895 -3.932
N -4.332 3.188 -1.125
H -4.895 2.301 -3.829
H -3.494 2.976 -4.547
H -4.785 3.989 -3.879
H -3.220 1.858 -2.224
H -1.863 3.427 -1.069
H -2.132 4.753 -2.171
H -0.073 4.848 -3.667
H -1.455 4.035 -4.493
H 0.142 3.279 -4.527
H -5.208 2.693 -1.213
H -3.880 2.956 -0.252
C 7.247 3.483 -2.039
C 6.318 3.695 -3.275
C 5.117 2.703 -3.564
O 5.419 1.309 -3.701
C 6.476 1.144 -4.682
N 5.803 5.055 -3.063
H 8.271 3.829 -2.177
H 7.444 2.415 -2.127
H 6.775 3.554 -1.059
H 6.964 3.727 -4.153
H 4.556 3.067 -4.424
H 4.308 2.791 -2.838
H 6.248 1.473 -5.696
H 6.766 0.109 -4.501
H 7.377 1.648 -4.332
H 5.312 4.941 -2.188
H 5.144 5.300 -3.788
C -1.885 5.037 4.011
C -3.329 4.576 3.623
C -3.352 3.389 2.670
O -4.635 3.236 2.134
C -4.806 2.004 1.471
N -3.974 4.224 4.831
H -1.893 5.880 4.702
H -1.431 5.286 3.052
H -1.227 4.227 4.328
H -3.660 5.453 3.066
H -3.113 2.386 3.022
H -2.771 3.760 1.826
H -3.906 1.671 0.955
H -5.646 1.845 0.795
H -4.991 1.171 2.150
H -4.311 5.074 5.260
H -4.900 3.846 4.698
C -1.569 -4.979 -1.350
C -0.367 -5.812 -1.490
C -0.691 -7.047 -2.281
O 0.465 -7.787 -2.681
C 0.296 -9.231 -2.669
N 0.623 -5.045 -2.056
H -1.419 -4.172 -0.633
H -2.424 -5.520 -0.944
H -1.703 -4.408 -2.268
H 0.086 -6.166 -0.564
H -1.190 -6.887 -3.237
H -1.261 -7.684 -1.604
H -0.671 -9.348 -3.159
H 0.225 -9.723 -1.700
H 1.103 -9.796 -3.135
H 0.360 -4.467 -2.842
H 1.046 -5.775 -2.611
C 2.405 8.143 -1.670
C 1.260 7.341 -2.359
C 0.063 6.918 -1.413
O 0.187 6.747 -0.034
C 0.513 5.391 0.370
N 0.765 8.240 -3.321
H 3.083 8.452 -2.466
H 2.901 7.513 -0.932
H 2.060 9.035 -1.147
H 1.641 6.368 -2.669
H -0.269 5.981 -1.859
H -0.759 7.620 -1.555
H -0.283 4.650 0.432
H 0.900 5.430 1.388
H 1.353 4.938 -0.157
H 0.248 8.907 -2.766
H 1.398 8.782 -3.892
C 1.639 4.157 5.267
C 2.217 3.347 6.374
O 3.459 2.798 5.827
H 2.303 4.996 5.063
H 0.707 4.593 5.628
H 1.474 3.509 4.407
H 1.456 2.658 6.740
H 2.564 4.010 7.167
H 3.365 2.147 5.128
C 3.879 3.270 0.074
C 3.910 3.038 1.635
O 5.281 2.966 2.064
H 4.352 2.424 -0.425
H 4.386 4.196 -0.195
H 2.875 3.372 -0.340
H 3.326 2.131 1.790
H 3.424 3.891 2.107
H 5.450 3.798 2.512
C 0.608 1.164 -0.481
C -0.721 0.704 0.249
O -0.487 0.527 1.588
H 0.903 2.094 0.006
H 0.621 1.172 -1.571
H 1.401 0.434 -0.319
H -1.029 -0.283 -0.097
H -1.622 1.297 0.091
H -0.101 -0.337 1.748
C 3.759 -4.375 1.190
C 2.824 -4.499 -0.010
O 1.926 -3.513 -0.035
H 4.220 -3.392 1.289
H 4.503 -5.170 1.138
H 3.316 -4.566 2.168
H 2.264 -5.435 -0.003
H 3.487 -4.496 -0.875
H 1.239 -3.917 -0.569
C 4.214 -0.859 -0.374
C 5.276 -1.048 -1.385
O 6.115 0.060 -1.157
H 3.472 -1.656 -0.425
H 3.734 0.118 -0.318
H 4.498 -1.010 0.667
H 4.836 -1.101 -2.381
H 5.903 -1.935 -1.297
H 5.927 0.780 -1.764
C 1.368 -0.498 4.295
C 2.150 -1.143 3.072
O 1.204 -1.951 2.370
H 1.242 -1.178 5.137
H 0.377 -0.179 3.972
H 1.874 0.276 4.872
H 3.000 -1.756 3.372
H 2.444 -0.344 2.391
H 1.693 -2.394 1.672
```